Molecular formula: C18H27MoN5O3
Method: DFT, the ωB97M-V functional and the def2-TZVPD basis

Geometry as XYZ:
```
54
Properties=species:S:1:pos:R:3:nbo_charge:R:1
Mo 0.86320 0.54607 -0.30164 1.872
O 4.63600 1.20387 0.14726 -0.337
C 3.52840 0.96487 0.46466 0.729
O 2.41450 1.28397 -0.27144 -0.599
C 3.00040 0.28477 1.70336 0.097
C 3.77780 -0.04083 2.80856 -0.191
C 3.14280 -0.53183 3.94166 0.004
C 1.74090 -0.62033 3.97396 -0.079
C 1.00530 -0.96833 5.13256 -0.106
C -0.36180 -0.84483 5.15786 -0.160
C -1.06550 -0.40553 4.02106 -0.093
C -0.39040 -0.15533 2.84896 -0.255
C 1.01030 -0.25623 2.78766 0.179
N 1.66220 0.10677 1.65026 -0.515
H 4.85110 0.10207 2.78106 0.297
H 3.72950 -0.78683 4.81396 0.281
H 1.53870 -1.30773 6.01086 0.269
H -0.90340 -1.04673 6.07066 0.276
H -2.13080 -0.23673 4.09776 0.262
H -0.90390 0.25417 1.96296 0.186
N 0.14190 5.61387 -3.59114 -0.671
C 0.93500 4.42637 -3.16824 -0.250
C 0.08300 3.28297 -2.56634 -0.242
N 0.89720 2.05697 -2.33204 -0.854
H 0.78440 6.36867 -3.88804 0.482
H -0.43120 6.00977 -2.83084 0.460
H -0.48090 5.42107 -4.39154 0.465
H 1.65320 4.77047 -2.41654 0.245
H 1.49220 4.07267 -4.04254 0.254
H -0.73900 3.02167 -3.23774 0.236
H -0.33860 3.60957 -1.60964 0.217
H 1.86670 2.35607 -2.16124 0.416
H 0.93910 1.53277 -3.21454 0.427
C 0.65400 -2.91453 -0.09824 -0.405
N -0.69110 -2.77533 -0.61554 -0.343
C -1.40860 -3.99873 -0.98294 -0.225
C -2.58270 -3.68813 -1.89694 -0.436
C -3.41170 -2.56753 -1.29394 -0.229
N -2.55210 -1.41523 -1.02624 -0.320
C -3.17770 -0.11353 -1.12194 -0.415
C -1.27770 -1.57823 -0.70794 0.769
O -0.50640 -0.50863 -0.47344 -0.620
H 1.06470 -3.87333 -0.41664 0.281
H 0.65710 -2.90253 0.99926 0.236
H 1.33300 -2.11973 -0.48294 0.171
H -1.76230 -4.48773 -0.06914 0.242
H -0.69930 -4.67223 -1.47274 0.259
H -3.19700 -4.58203 -1.99954 0.291
H -2.23770 -3.40093 -2.89204 0.235
H -3.88470 -2.88833 -0.36084 0.245
H -4.19960 -2.25333 -1.98174 0.261
H -3.74180 -0.06523 -2.05474 0.255
H -2.43670 0.69667 -1.10024 0.190
H -3.89000 0.02017 -0.30304 0.255
```

Largest force on an atom   3.90 eV/Å
2S+1   3
Net charge   +4
Highest occupied orbital energy (alpha / beta)   -19.992 / -20.005 eV

---

Molecular formula: C7H10N5
Method: DFT, the ωB97M-V functional and the def2-TZVPD basis

Geometry as XYZ:
```
22
Properties=species:S:1:pos:R:3:nbo_charge:R:1
C 2.61567 1.08089 -0.13459 -0.103
C 2.04904 -1.28827 0.00736 -0.076
C 1.23059 1.34520 0.00105 0.022
C -0.32514 -1.96974 0.28266 0.071
C 0.76386 -0.93654 0.10899 0.031
C -2.56381 0.25268 -0.12697 0.640
C 3.12708 -0.26957 -0.20404 -0.516
N -1.55520 -1.80619 0.03033 0.009
N -3.39942 1.02609 -0.85782 -0.711
N -2.38021 -0.99760 -0.44418 -0.231
N -2.26536 0.62588 1.19453 -0.758
N 0.36216 0.35458 0.14444 -0.484
H 3.37109 1.72768 -0.40351 0.219
H 2.41714 -2.36133 -0.03973 0.234
H 0.75681 2.28212 -0.00727 0.209
H -0.01466 -2.88370 0.69439 0.229
H 3.17359 -0.37416 -1.34641 0.283
H 4.01714 -0.44337 0.40692 0.270
H -3.46804 1.98022 -0.64925 0.410
H -2.51442 1.56649 1.46339 0.398
H -1.30076 0.41228 1.34195 0.421
H -4.09713 0.67635 -1.46225 0.433
```

Largest force on an atom   4.96 eV/Å
Net charge   +1
ΔE to the lowest compared entry with this formula, charge and spin   425.63 kJ/mol
Highest occupied orbital energy (alpha / beta)   -11.417 / -12.909 eV

---

Molecular formula: H4S2
Method: DFT, the ωB97M-V functional and the def2-TZVPD basis

Geometry as XYZ:
```
6
Properties=species:S:1:pos:R:3:nbo_charge:R:1
H 0.90654 -0.60732 0.85574 0.164
H 1.50219 0.92003 -0.19508 0.137
H -0.82985 0.90822 -0.05296 0.135
H -2.27989 -0.39221 -0.12651 0.091
S 1.64433 -0.41328 -0.24603 -0.235
S -0.94333 -0.41544 -0.23517 -0.291
```

Largest force on an atom   2.72 eV/Å
Net charge   0
ΔE to the lowest compared entry with this formula, charge and spin   100.11 kJ/mol
Highest occupied orbital energy   -9.054 eV